This record from the OMol25 dataset describes a molecular structure, C16H31NP2Pd. The level of theory is wB97M-V/def2-TZVPD.

```
51
Properties=species:S:1:pos:R:3:forces:R:3
P -0.73778 -0.49867 2.40731 2.293 -0.606 -0.675
P 1.92388 -1.67204 0.96334 -1.394 0.295 0.560
C -0.25130 0.12149 0.74661 -0.446 0.305 -0.069
C 0.60196 -0.88150 -0.04811 0.238 -0.097 -0.278
H 0.30297 1.05579 0.92580 -0.156 -0.242 -0.133
H -1.17115 0.37042 0.19968 0.309 0.086 -0.190
H -0.01183 -1.70784 -0.43683 0.089 0.253 0.076
H 1.08727 -0.39317 -0.90325 -0.328 0.072 -0.017
C 3.33004 -0.52478 0.91229 0.338 -0.091 -0.260
H 4.19893 -1.02349 1.35751 -0.137 0.139 -0.021
H 3.10298 0.37442 1.49412 -0.048 -0.279 -0.096
H 3.55629 -0.24834 -0.12214 0.111 -0.016 0.010
C 2.44535 -3.18720 0.13566 0.268 -0.138 -0.512
H 2.69343 -2.99562 -0.91267 0.112 -0.069 -0.010
H 1.64351 -3.93064 0.18776 0.149 0.250 0.062
H 3.32470 -3.58647 0.65342 -0.184 0.077 -0.050
C -1.11600 0.90949 3.46765 -0.763 0.486 -0.196
H -1.45892 0.55906 4.44712 -0.010 0.100 -0.245
H -1.89565 1.52009 2.99543 0.011 0.140 0.306
H -0.20540 1.50247 3.62026 -0.246 -0.258 -0.196
C -2.20016 -1.54170 2.13902 -0.540 0.429 0.124
H -1.92001 -2.42533 1.55306 0.085 0.339 0.171
H -2.96757 -0.96665 1.60883 -0.142 -0.164 0.116
H -2.58470 -1.87532 3.11037 -0.011 0.016 -0.236
Pd 1.00459 -1.79875 3.02793 0.350 -0.558 0.648
C -0.01489 0.53824 -3.67532 0.543 0.100 0.075
C 0.84976 1.42438 -3.16485 -0.103 -0.368 -0.563
C 0.65810 2.90913 -3.04177 -0.101 0.235 0.286
C -0.79577 3.41764 -2.92563 0.197 0.497 -0.076
C -1.60633 2.76397 -1.83875 -0.339 -0.111 0.251
C -2.31926 1.63690 -1.92657 -0.206 0.560 0.018
C -2.51363 0.77916 -3.14472 0.154 -0.312 -0.139
C -1.39387 0.81737 -4.20806 -0.348 -0.288 -0.326
C 0.05429 -1.72383 4.83061 -0.982 -0.333 1.484
H 0.30154 -0.50806 -3.78229 -0.017 0.389 0.277
H 1.84931 1.08045 -2.87737 -0.334 -0.053 -0.044
H 1.12776 3.42849 -3.89340 -0.020 -0.210 0.171
H 1.21428 3.24341 -2.15332 -0.105 -0.032 -0.149
H -0.73029 4.48752 -2.67144 -0.028 -0.250 -0.178
H -1.28711 3.37379 -3.90397 0.057 0.032 0.383
H -1.62934 3.33363 -0.89860 0.034 -0.448 -0.239
H -2.91470 1.32134 -1.06119 0.278 0.174 -0.181
H -3.46117 1.03570 -3.64657 0.154 -0.015 0.221
H -2.63497 -0.26104 -2.80673 0.029 0.168 -0.072
H -1.62261 0.01625 -4.92892 0.002 0.284 0.121
H -1.44745 1.75239 -4.77645 0.128 -0.333 0.149
H 0.25705 -2.75830 5.13040 -0.141 0.022 -0.171
H -1.02990 -1.52404 4.81838 0.583 -0.039 0.341
H 0.65213 -1.04289 5.46299 -0.467 -0.018 -0.569
N 3.28550 -3.70641 3.98710 -1.140 0.735 -0.659
C 2.45616 -2.99086 3.56621 2.225 -0.856 0.700
```
Forces are in eV/Å.

Output
Spin multiplicity: 3
HOMO (alpha / beta) in eV: -3.4 / -8.9
Frontier orbital gap (alpha / beta) in eV: 3.87 / 6.59
ΔE to the lowest compared entry with this formula, charge and spin in kJ/mol: 0.0

Atomic partial charges in e from the Löwdin method, atoms 1 to 2: 0.678 0.682